No. 1
{"formula": "C40H50BiCl2N4OP2Si2", "method": "ωB97M-V/def2-TZVPD", "total_charge": 1, "homo_lumo_gap_ev": 7.878, "relative_energy_kj_mol": 52.0, "energy_ha": -4245.17120, "e_homo_ev": -10.391, "species": ["Bi", "C", "Si", "C", "C", "N", "P", "C", "P", "N", "Si", "C", "C", "C", "C", "C", "C", "C", "C", "C", "C", "C", "C", "C", "C", "C", "C", "C", "C", "C", "C", "C", "C", "C", "C", "C", "C", "C", "H", "H", "H", "H", "H", "H", "H", "H", "H", "H", "H", "H", "H", "H", "H", "H", "H", "H", "H", "H", "H", "H", "H", "H", "H", "H", "H", "H", "H", "H", "H", "H", "H", "H", "H", "H", "H", "H", "C", "C", "O", "N", "C", "C", "C", "C", "C", "C", "N", "H", "H", "H", "H", "H", "H", "H", "H", "H", "H", "Cl", "C", "Cl", "H", "H"], "positions_angstrom": [[-0.17, 0.40, 0.07], [-2.50, -0.66, 3.57], [-1.40, 0.82, 3.34], [-2.38, 2.16, 2.49], [-0.77, 1.48, 4.97], [-0.05, 0.49, 2.26], [1.20, -0.58, 2.42], [1.61, -0.99, 0.76], [2.64, 0.05, -0.18], [1.82, 1.47, -0.28], [2.25, 3.15, -0.39], [3.74, 3.56, 0.66], [2.60, 3.70, -2.14], [0.73, 4.06, 0.23], [4.39, 0.28, 0.18], [5.24, 0.70, -0.85], [6.58, 0.96, -0.59], [7.08, 0.81, 0.69], [6.25, 0.36, 1.72], [4.92, 0.10, 1.46], [2.62, -0.69, -1.84], [2.76, 0.11, -2.98], [2.73, -0.45, -4.25], [2.54, -1.81, -4.40], [2.39, -2.62, -3.28], [2.43, -2.07, -2.01], [2.35, 0.16, 3.60], [3.15, -0.61, 4.44], [4.05, 0.01, 5.30], [4.16, 1.40, 5.30], [3.37, 2.17, 4.45], [2.47, 1.55, 3.60], [0.63, -2.10, 3.24], [0.33, -3.22, 2.47], [-0.21, -4.35, 3.08], [-0.42, -4.38, 4.45], [-0.12, -3.26, 5.23], [0.40, -2.13, 4.62], [-3.55, -0.35, 3.61], [-2.27, -1.21, 4.49], [-2.38, -1.36, 2.73], [-3.20, 2.50, 3.14], [-2.83, 1.80, 1.55], [-1.74, 3.03, 2.26], [-1.61, 1.66, 5.66], [-0.25, 2.44, 4.81], [-0.07, 0.80, 5.46], [4.67, 3.32, 0.13], [3.74, 3.01, 1.61], [3.75, 4.64, 0.89], [3.55, 3.31, -2.50], [2.66, 4.79, -2.17], [1.80, 3.39, -2.83], [0.36, 3.62, 1.16], [-0.07, 4.03, -0.53], [0.96, 5.12, 0.42], [4.86, 0.81, -1.86], [7.23, 1.28, -1.40], [8.12, 1.02, 0.89], [6.65, 0.21, 2.71], [4.28, -0.27, 2.25], [2.88, 1.19, -2.86], [2.86, 0.18, -5.12], [2.50, -2.25, -5.39], [2.24, -3.69, -3.40], [2.33, -2.69, -1.12], [3.07, -1.69, 4.42], [4.67, -0.59, 5.96], [4.86, 1.88, 5.97], [3.47, 3.25, 4.46], [1.84, 2.14, 2.94], [0.52, -3.19, 1.41], [-0.45, -5.23, 2.48], [-0.83, -5.27, 4.93], [-0.28, -3.28, 6.30], [0.63, -1.26, 5.23], [-1.97, -4.02, -0.51], [-2.31, -2.55, -0.51], [-1.75, -1.78, 0.28], [-3.31, -2.19, -1.34], [-3.77, -0.82, -1.56], [-3.35, -0.31, -2.92], [-4.29, -0.13, -3.93], [-3.86, 0.29, -5.18], [-2.51, 0.54, -5.37], [-1.65, 0.34, -4.31], [-2.05, -0.08, -3.11], [-0.91, -4.14, -0.30], [-2.22, -4.50, -1.45], [-2.53, -4.50, 0.29], [-3.71, -2.89, -1.94], [-3.34, -0.21, -0.77], [-4.85, -0.78, -1.47], [-5.34, -0.32, -3.74], [-4.57, 0.44, -5.98], [-2.14, 0.88, -6.33], [-0.58, 0.51, -4.42], [-2.55, 5.90, -1.60], [-2.97, 4.61, -0.49], [-2.68, 3.00, -1.20], [-4.02, 4.68, -0.25], [-2.35, 4.70, 0.39]]}

No. 2
{"formula": "C40H51CeN7O2S2Te", "method": "ωB97M-V/def2-TZVPD", "total_charge": 1, "homo_lumo_gap_ev": [6.020, 6.025], "relative_energy_kj_mol": 0.0, "multiplicity": 2, "energy_ha": -3627.91306, "e_homo_ev": [-8.636, -8.639], "species": ["Ce", "C", "C", "N", "N", "C", "S", "S", "C", "C", "C", "C", "C", "C", "C", "C", "C", "C", "C", "C", "C", "O", "H", "H", "H", "H", "H", "H", "H", "H", "H", "H", "H", "H", "H", "H", "C", "C", "N", "C", "C", "N", "C", "C", "N", "H", "H", "H", "H", "H", "H", "H", "H", "H", "H", "H", "H", "H", "H", "H", "C", "C", "N", "C", "C", "C", "O", "C", "C", "C", "C", "N", "C", "H", "H", "H", "H", "H", "H", "H", "H", "H", "H", "H", "H", "H", "H", "C", "Te", "C", "C", "C", "C", "C", "C", "C", "H", "H", "H", "H", "H", "H", "H", "H"], "positions_angstrom": [[0.30, -0.42, 1.14], [2.03, -4.52, 0.38], [2.40, -3.10, 0.34], [2.27, -2.27, 1.44], [3.47, -1.52, 1.53], [3.60, -0.55, 2.41], [2.48, 0.75, 2.79], [5.26, -0.56, 2.96], [5.20, 0.12, 4.61], [4.59, -0.80, 5.63], [5.30, -1.94, 6.05], [4.76, -2.81, 7.01], [3.49, -2.58, 7.53], [2.81, -1.42, 7.15], [3.31, -0.56, 6.16], [2.95, -2.53, -0.82], [3.69, -3.18, -1.89], [4.32, -2.47, -2.94], [4.33, -1.06, -2.86], [3.65, -0.39, -1.85], [2.76, -1.13, -1.05], [1.67, -0.49, -0.61], [2.15, -5.03, 1.37], [0.98, -4.66, 0.09], [2.64, -5.07, -0.34], [6.24, 0.35, 4.87], [4.62, 1.03, 4.56], [6.27, -2.19, 5.59], [5.33, -3.66, 7.36], [3.05, -3.24, 8.30], [1.85, -1.22, 7.58], [2.71, 0.29, 5.80], [3.76, -4.28, -1.88], [4.77, -2.95, -3.79], [4.91, -0.51, -3.62], [3.65, 0.70, -1.80], [-2.72, -2.23, 1.44], [-3.26, -0.85, 1.97], [-2.28, 0.27, 2.03], [-2.21, 0.82, 3.41], [-1.55, -0.14, 4.39], [-0.26, -0.67, 3.85], [-0.14, -2.12, 4.09], [-1.16, -2.95, 3.26], [-1.31, -2.48, 1.81], [-2.81, -2.20, 0.36], [-3.35, -3.03, 1.85], [-3.61, -1.06, 3.00], [-4.13, -0.54, 1.38], [-2.63, 1.03, 1.44], [-3.23, 1.12, 3.71], [-1.69, 1.79, 3.33], [-2.23, -0.98, 4.60], [-1.27, 0.41, 5.31], [0.53, -0.19, 4.32], [-0.26, -2.33, 5.17], [0.87, -2.41, 3.79], [-2.14, -2.89, 3.75], [-0.76, -3.98, 3.20], [-0.98, -3.24, 1.23], [-0.95, 4.54, -6.02], [-2.13, 4.58, -5.01], [-1.79, 4.48, -3.60], [-2.51, 5.44, -2.75], [-2.14, 6.92, -2.97], [-1.18, 3.32, -3.19], [-1.06, 2.35, -3.94], [-0.57, 3.29, -1.79], [-0.20, 4.48, -1.11], [0.28, 4.33, 0.19], [0.33, 3.09, 0.82], [0.01, 1.97, 0.17], [-0.34, 2.06, -1.16], [-1.33, 4.40, -7.05], [-0.28, 3.72, -5.77], [-0.41, 5.51, -6.04], [-2.79, 3.72, -5.27], [-2.66, 5.50, -5.14], [-2.40, 5.21, -1.70], [-3.61, 5.36, -2.89], [-1.05, 7.04, -2.88], [-2.64, 7.49, -2.18], [-2.43, 7.35, -3.95], [-0.27, 5.43, -1.64], [0.51, 5.20, 0.81], [0.72, 2.98, 1.82], [-0.50, 1.17, -1.77], [-3.56, -1.62, -2.48], [-1.32, -1.88, -2.04], [-1.22, -0.88, -4.08], [-2.45, -1.35, -4.73], [-2.47, -1.59, -6.09], [-3.66, -2.01, -6.73], [-4.79, -2.31, -5.96], [-4.73, -2.11, -4.57], [-3.56, -1.67, -3.95], [-3.80, -0.68, -1.92], [-4.04, -2.49, -2.01], [-0.29, -1.27, -4.57], [-1.18, 0.21, -3.87], [-1.56, -1.40, -6.68], [-3.71, -2.19, -7.83], [-5.69, -2.71, -6.41], [-5.60, -2.28, -3.93]]}

No. 3
{"formula": "C40H51N2O2PSSi3Y", "method": "ωB97M-V/def2-TZVPD", "total_charge": 1, "homo_lumo_gap_ev": 8.009, "energy_ha": -3461.17986, "e_homo_ev": -10.448, "species": ["Y", "C", "Si", "C", "C", "C", "Si", "C", "C", "C", "Si", "C", "C", "C", "C", "C", "C", "C", "N", "H", "H", "H", "H", "H", "H", "H", "H", "H", "H", "H", "H", "H", "H", "H", "H", "H", "H", "H", "H", "H", "H", "H", "H", "H", "H", "H", "H", "O", "C", "O", "C", "P", "C", "C", "C", "C", "C", "C", "C", "C", "C", "C", "C", "C", "H", "H", "H", "H", "H", "H", "H", "H", "H", "H", "H", "H", "N", "S", "C", "C", "C", "C", "C", "C", "C", "C", "C", "C", "C", "C", "H", "H", "H", "H", "H", "H", "H", "H", "H", "H", "H"], "positions_angstrom": [[0.20, -0.02, 0.17], [2.31, 0.87, -2.24], [2.44, 2.24, -0.92], [2.68, 3.85, -1.83], [3.99, 2.01, 0.09], [0.83, 2.25, 0.03], [0.96, 2.81, 1.81], [-0.62, 3.47, 2.58], [1.38, 1.32, 2.90], [2.21, 4.16, 2.04], [-0.51, 3.08, -0.88], [-0.55, 4.94, -0.82], [-0.69, 2.52, -2.65], [-2.10, 2.46, -0.02], [-3.32, 3.13, -0.11], [-4.42, 2.70, 0.62], [-4.28, 1.59, 1.44], [-3.06, 0.95, 1.47], [-2.00, 1.35, 0.75], [3.19, 0.22, -2.22], [2.21, 1.29, -3.24], [1.44, 0.20, -2.11], [3.61, 3.83, -2.42], [2.77, 4.67, -1.11], [1.87, 4.09, -2.52], [4.70, 1.37, -0.44], [3.82, 1.55, 1.06], [4.47, 2.99, 0.24], [-1.28, 2.67, 2.92], [-1.20, 4.13, 1.94], [-0.33, 4.05, 3.46], [0.56, 0.58, 2.91], [1.50, 1.62, 3.94], [2.29, 0.81, 2.58], [1.91, 5.04, 1.46], [3.22, 3.88, 1.74], [2.25, 4.46, 3.10], [0.40, 5.34, -1.17], [-0.71, 5.30, 0.19], [-1.33, 5.35, -1.46], [0.15, 2.84, -3.27], [-1.61, 2.93, -3.08], [-0.76, 1.43, -2.74], [-3.40, 4.02, -0.73], [-5.36, 3.23, 0.57], [-5.09, 1.23, 2.05], [-2.91, 0.08, 2.11], [4.37, -1.06, 0.72], [3.23, -1.38, 0.53], [2.20, -0.54, 0.52], [2.84, -2.83, 0.30], [1.02, -3.01, 0.23], [0.50, -2.89, 1.99], [-0.82, -3.24, 2.31], [-1.30, -3.09, 3.60], [-0.48, -2.58, 4.60], [0.83, -2.24, 4.30], [1.32, -2.39, 3.00], [0.85, -4.79, -0.15], [0.87, -5.79, 0.82], [0.80, -7.12, 0.45], [0.74, -7.47, -0.90], [0.74, -6.48, -1.87], [0.79, -5.14, -1.50], [3.29, -3.46, 1.07], [3.24, -3.15, -0.66], [-1.46, -3.66, 1.55], [-2.32, -3.37, 3.83], [-0.85, -2.45, 5.61], [1.49, -1.85, 5.07], [2.35, -2.12, 2.81], [0.92, -5.52, 1.87], [0.81, -7.89, 1.21], [0.70, -8.51, -1.19], [0.69, -6.74, -2.92], [0.78, -4.37, -2.26], [-1.87, -1.38, -0.22], [-2.46, -2.46, -1.23], [-3.11, -3.83, -0.30], [-4.03, -3.58, 0.72], [-4.47, -4.63, 1.50], [-4.00, -5.92, 1.25], [-3.10, -6.16, 0.22], [-2.65, -5.10, -0.56], [-3.99, -1.77, -1.86], [-4.88, -2.59, -2.53], [-6.04, -2.04, -3.04], [-6.30, -0.68, -2.88], [-5.39, 0.13, -2.22], [-4.22, -0.42, -1.70], [-2.50, -1.29, 0.58], [-4.41, -2.57, 0.89], [-5.18, -4.46, 2.29], [-4.34, -6.74, 1.86], [-2.73, -7.16, 0.03], [-1.93, -5.27, -1.36], [-4.68, -3.65, -2.66], [-6.75, -2.66, -3.57], [-7.21, -0.25, -3.28], [-5.58, 1.19, -2.10], [-3.49, 0.20, -1.19]]}

No. 4
{"formula": "C40H52GeIN7O7PRb", "method": "ωB97M-V/def2-TZVPD", "total_charge": -2, "homo_lumo_gap_ev": [5.070, 3.006], "relative_energy_kj_mol": 140.3, "energy_ha": -5205.32601, "e_homo_ev": [-1.939, 0.126], "species": ["Rb", "C", "C", "C", "C", "C", "C", "N", "C", "C", "C", "C", "C", "C", "C", "O", "O", "C", "C", "H", "H", "H", "H", "H", "H", "H", "H", "H", "H", "H", "H", "H", "H", "C", "N", "C", "C", "O", "H", "H", "H", "H", "H", "H", "H", "C", "Ge", "C", "C", "C", "H", "H", "H", "H", "H", "H", "H", "H", "H", "H", "I", "C", "C", "C", "C", "N", "C", "H", "H", "H", "H", "C", "N", "C", "N", "C", "N", "C", "P", "C", "C", "H", "H", "H", "H", "H", "H", "H", "H", "H", "H", "H", "H", "H", "O", "C", "O", "C", "C", "C", "C", "C", "C", "N", "O", "O", "H", "H", "H", "H"], "positions_angstrom": [[0.48, -0.61, 0.86], [-5.82, 1.62, 7.74], [-4.34, 1.35, 7.86], [-3.87, 0.77, 9.03], [-2.52, 0.48, 9.18], [-1.64, 0.81, 8.17], [-2.09, 1.41, 6.98], [-1.11, 1.70, 6.03], [-1.22, 2.60, 4.94], [-1.57, 3.93, 5.17], [-1.65, 4.82, 4.11], [-1.35, 4.40, 2.82], [-0.98, 3.07, 2.59], [-0.93, 2.17, 3.65], [-0.59, 0.70, 3.42], [0.62, 0.40, 3.36], [-1.58, -0.08, 3.32], [-3.46, 1.66, 6.81], [-3.99, 2.21, 5.51], [-6.33, 1.35, 8.67], [-6.27, 1.04, 6.93], [-6.03, 2.68, 7.53], [-4.57, 0.53, 9.83], [-2.16, 0.01, 10.08], [-0.58, 0.62, 8.28], [-0.44, 0.96, 5.88], [-1.77, 4.25, 6.19], [-1.94, 5.85, 4.29], [-1.40, 5.09, 1.99], [-0.75, 2.74, 1.58], [-3.87, 3.30, 5.44], [-5.04, 1.98, 5.38], [-3.44, 1.78, 4.66], [5.25, 0.37, 0.08], [4.54, -0.39, -0.92], [4.95, -0.26, -2.30], [3.53, -1.22, -0.57], [3.17, -1.44, 0.57], [6.25, -0.03, 0.26], [4.69, 0.34, 1.01], [5.34, 1.41, -0.24], [5.90, -0.76, -2.49], [5.06, 0.80, -2.56], [4.20, -0.69, -2.95], [3.04, -1.69, -1.44], [2.46, 2.72, 0.99], [1.44, 3.23, -0.63], [1.41, 5.22, -0.52], [2.75, 2.88, -2.09], [-0.19, 2.22, -0.75], [3.46, 3.19, 1.00], [2.59, 1.64, 1.02], [1.93, 3.01, 1.90], [2.43, 5.62, -0.44], [0.84, 5.54, 0.36], [0.93, 5.65, -1.41], [3.72, 3.36, -1.89], [2.37, 3.24, -3.06], [2.90, 1.80, -2.17], [-0.82, 2.74, -1.50], [-3.31, 0.49, -4.97], [-1.23, 0.36, -4.71], [-0.41, 0.38, -5.82], [0.96, 0.31, -5.59], [1.41, 0.23, -4.28], [0.61, 0.21, -3.23], [-0.70, 0.27, -3.43], [-0.81, 0.44, -6.82], [1.65, 0.32, -6.42], [2.48, 0.20, -4.08], [-1.31, 0.26, -2.54], [-5.32, -2.00, 0.62], [-4.27, -1.71, 1.67], [-4.48, -0.29, 2.23], [-4.51, 0.66, 1.18], [-5.55, 0.32, 0.22], [-5.36, -1.00, -0.39], [-4.15, -1.04, -1.26], [-2.54, -0.78, -0.36], [-2.88, -1.89, 1.11], [-3.18, 0.78, 0.53], [-6.27, -2.05, 1.14], [-5.07, -2.97, 0.18], [-4.38, -2.37, 2.44], [-3.65, -0.11, 2.91], [-5.44, -0.33, 2.76], [-5.55, 1.07, -0.57], [-6.52, 0.33, 0.72], [-4.26, -0.24, -2.00], [-4.12, -1.99, -1.79], [-2.16, -1.63, 1.89], [-2.76, -2.93, 0.85], [-3.21, 1.59, -0.20], [-2.46, 1.07, 1.28], [-2.12, -3.07, -1.44], [-1.09, -3.53, -0.86], [-0.43, -2.91, 0.02], [-0.71, -4.95, -1.25], [-1.11, -5.45, -2.49], [-0.80, -6.77, -2.82], [-0.15, -7.60, -1.92], [0.24, -7.10, -0.66], [-0.04, -5.75, -0.35], [0.87, -7.94, 0.25], [1.21, -7.47, 1.39], [1.08, -9.17, -0.08], [-1.65, -4.81, -3.17], [-1.10, -7.16, -3.79], [0.08, -8.63, -2.16], [0.28, -5.36, 0.61]]}